A 2-piece molecular cluster, C8H14N4O4 overall in a non-equilibrium geometry, computed with wB97M-V/def2-TZVPD.

```
30
Properties=species:S:1:pos:R:3:forces:R:3
N -0.750486 1.346559 2.744412 6.8 -0.1 -8.4
C -0.831506 2.156660 1.458066 -0.2 -2.0 -0.6
C 0.424186 2.157650 0.471805 1.7 1.7 1.5
C 1.405196 1.005257 0.441304 0.1 -0.9 1.8
C 2.775033 1.028082 0.545588 -5.8 -6.9 -0.3
N 3.200933 -0.292203 0.454700 -4.3 2.1 0.2
C 2.096801 -1.082559 0.457704 -0.1 -0.6 0.7
N 1.005185 -0.312343 0.477311 1.5 0.7 3.1
C -1.964088 1.661492 0.490529 -0.3 -0.3 1.7
O -2.998092 2.237719 0.258389 1.0 -0.3 -0.1
O -1.740166 0.409539 0.034407 -3.5 1.3 -1.1
H -1.279856 1.644749 3.364823 -6.2 4.0 7.0
H -0.922770 0.410983 2.640518 -0.2 -2.8 -0.8
H -1.080984 3.160689 1.752176 0.1 0.4 -0.1
H 0.068378 2.328943 -0.555649 0.0 0.2 0.4
H 1.081918 3.061685 0.794988 -1.2 -1.3 -0.8
H 3.365902 1.725595 0.433542 5.9 6.9 -0.7
H 4.107038 -0.495656 0.547524 4.0 -1.5 0.2
H 2.167550 -2.233311 0.367033 -0.4 2.3 0.3
H -0.916642 0.023866 0.184932 3.0 -0.9 0.8
N -1.446995 -3.164160 -1.024784 0.1 0.0 0.3
C -1.552749 -2.173883 -2.081823 -0.9 0.2 -1.3
C -0.248892 -1.421806 -2.341741 -1.7 -1.1 -1.2
O 0.149065 -1.021616 -3.403800 0.0 0.1 -0.3
O 0.354328 -1.208249 -1.208768 1.3 -0.1 -3.0
H -2.362988 -3.543329 -0.801672 0.1 0.1 -0.1
H -1.115159 -2.707710 -0.182948 0.0 -0.1 0.1
H -2.303890 -1.367690 -1.868446 0.5 -0.5 -0.2
H -1.861631 -2.685733 -3.028981 0.3 0.6 0.7
H 1.175380 -0.649219 -1.421140 -1.8 -1.2 0.1
```
Forces are in eV/Å.

## Properties
- SMILES: N[C@@H](Cc1c[nH]cn1)C(=O)O.NCC(=O)O
- Relative energy (zero: lowest compared OMol25 entry of this formula, charge and spin): 109.06 kJ/mol
- Charge: 0
- LUMO level: 0.4114 eV


An isolated ion of composition C8H14N5 and charge +1 in a non-equilibrium geometry, computed with wB97M-V/def2-TZVPD.

```
27
Properties=species:S:1:pos:R:3:forces:R:3
C 2.871261 -0.014389 -0.613071 -5.4 0.5 -3.7
C 1.651649 -0.105776 0.349980 0.5 2.9 1.4
C 1.431719 -1.515951 0.847206 -0.1 1.1 0.6
N 0.348574 0.533102 -0.238530 -1.4 -1.6 -0.1
N 0.523340 1.772799 -0.834027 3.1 -0.4 -3.1
C -0.200903 2.789027 -0.298618 0.8 0.7 1.4
N -0.992723 2.439584 0.635673 0.2 0.0 0.1
C -0.940243 1.040094 0.848530 -0.3 0.2 -1.0
C -2.184680 0.339219 0.327428 -0.4 -0.6 -0.4
N -2.059387 -0.540041 -0.637921 0.8 -0.3 -0.3
C -3.280508 -0.999008 -1.001943 -2.4 1.9 0.4
C -4.253076 -0.299951 -0.233721 2.6 -0.3 -0.2
N -3.520816 0.527554 0.603296 -0.6 1.6 2.0
H 2.792009 -0.657603 -1.548777 -0.3 0.2 1.3
H 2.889387 0.971449 -1.055268 0.7 0.5 0.4
H 3.709777 -0.281946 -0.167696 3.8 -0.8 2.3
H 1.855632 0.724321 1.208690 -0.2 -2.3 -1.6
H 0.820939 -1.562721 1.733760 -0.3 0.0 0.3
H 2.403715 -1.873978 1.106316 0.7 -0.4 0.3
H 1.047207 -2.190295 0.123139 -0.5 -0.4 -0.9
H -0.085321 -0.149379 -0.960094 0.0 1.0 1.5
H 1.251064 1.745065 -1.632007 -2.0 0.8 1.9
H 0.158749 3.837254 -0.432903 -0.9 -0.9 -0.6
H -0.636461 0.838335 1.876325 0.2 -0.4 -0.2
H -3.485133 -1.513459 -1.946663 0.3 -0.2 0.8
H -5.307515 -0.256566 -0.125045 -0.6 -0.3 -0.4
H -3.987875 1.198300 1.356916 1.7 -2.0 -2.3
```
Forces are in eV/Å.

## Properties
- SMILES: CC(C)[N@@H+]1NC=N[C@H]1c1ncc[nH]1
- Relative energy (zero: lowest compared OMol25 entry of this formula, charge and spin): 235.93 kJ/mol
- Charge: +1
- LUMO level: -2.4642 eV


One molecule with the formula C8H14NO3PS in a non-equilibrium geometry, computed with wB97M-V/def2-TZVPD.

```
28
Properties=species:S:1:pos:R:3:forces:R:3
O -1.388770 3.747470 -0.803163 -2.7 -2.4 2.1
S -2.513939 2.810710 -0.404892 2.7 2.5 -4.7
O -3.436191 2.605627 -1.562090 0.9 0.1 4.0
O -3.229715 3.471330 0.947363 0.6 -1.4 -1.0
C -1.662391 1.181892 -0.032505 -0.3 -0.2 0.4
C -2.686677 0.014481 0.339656 0.0 -0.2 1.1
C -1.944609 -1.381287 0.773521 -1.6 0.0 0.0
P -0.072119 -1.378216 0.421835 0.0 0.0 -0.6
C 1.774013 -1.157241 -0.058389 3.3 0.3 -1.7
C 2.159208 -0.811867 -1.497789 3.2 -0.5 4.1
C 3.669679 -0.640511 -1.631512 -1.9 -0.6 1.9
C 4.556408 -0.821738 -0.428926 0.0 0.1 -0.9
N 4.257855 -1.183127 0.904015 -3.9 0.8 -4.3
C 2.855751 -1.324875 0.980217 -0.6 0.1 -0.3
H -2.540052 3.673968 1.623194 -0.3 -0.1 -0.8
H -1.038960 0.972127 -0.975065 -1.2 0.7 1.3
H -0.918387 1.424431 0.798866 -1.1 -0.3 -1.0
H -3.459468 -0.191494 -0.483625 1.4 0.6 1.1
H -3.265635 0.339009 1.277878 0.7 -0.2 -1.5
H -2.101670 -1.596783 1.890546 0.1 0.4 -1.5
H -2.517341 -2.200149 0.198833 1.2 1.0 0.8
H -0.385403 -1.111828 -0.969815 0.2 -0.2 0.3
H 0.126527 -0.381202 1.433360 -0.1 -0.4 0.0
H 0.100958 -2.749719 0.790642 -0.1 0.4 0.0
H 1.382661 -0.688025 -2.309540 1.2 -0.1 1.0
H 4.123892 -0.372558 -2.638144 -0.5 -0.4 1.6
H 5.674912 -0.637976 -0.612750 -1.8 -0.3 0.3
H 2.479463 -1.612449 2.028280 0.6 0.5 -1.6
```
Forces are in eV/Å.

## Properties
- SMILES: O=S(=O)(O)CCC[PH3]c1cccnc1
- Relative energy (zero: lowest compared OMol25 entry of this formula, charge and spin): 0.00 kJ/mol
- Charge: 0
- LUMO level: 0.0730 eV


An isolated ion of composition C8H14NS and charge +1 in a non-equilibrium geometry, computed with wB97M-V/def2-TZVPD.

```
24
Properties=species:S:1:pos:R:3:forces:R:3
C 2.086450 -1.876259 -0.571327 0.0 -2.2 -0.5
C 0.880960 -0.216930 0.879014 3.1 -1.1 0.8
C -2.006136 1.390197 -0.648844 1.2 -3.1 2.6
C -2.660483 0.989478 0.733579 -1.9 -2.2 -3.4
C -0.490317 1.210799 -0.296010 -1.9 2.1 0.2
C -1.645646 0.119674 1.494927 -1.0 -1.6 0.7
C -0.497907 -0.072939 0.481651 -0.4 0.5 1.3
C 2.692563 -1.522368 -1.884827 -1.7 2.0 0.5
N 1.600289 -1.076484 0.252636 -0.9 -0.1 0.0
S 1.783139 0.740364 2.051703 -1.1 0.1 0.0
H 2.135351 -2.995876 -0.366940 -0.2 1.4 0.4
H -2.406979 0.684507 -1.383738 0.7 0.1 -0.2
H -2.129025 2.338921 -0.981906 -0.9 2.9 -0.8
H -2.935311 1.890099 1.203614 -0.5 0.7 1.1
H -3.583876 0.364475 0.387717 1.3 1.3 1.3
H 0.010033 1.165829 -1.187270 1.8 -0.4 -2.3
H -0.036904 2.143903 0.246710 -1.1 -1.9 -0.5
H -1.567769 0.652813 2.420135 1.5 0.4 0.6
H -1.955533 -0.914544 1.894564 -0.1 1.5 -1.1
H -0.713168 -0.986136 -0.077258 -0.3 0.5 -0.5
H 2.229948 -2.022147 -2.750943 0.5 -0.1 0.5
H 3.721511 -1.653501 -1.725341 1.6 -0.8 -0.5
H 2.586003 -0.432637 -1.963681 -0.1 -0.2 -0.5
H 2.902807 0.078763 1.791834 0.4 0.0 0.1
```
Forces are in eV/Å.

## Properties
- Relative energy (zero: lowest compared OMol25 entry of this formula, charge and spin): 209.52 kJ/mol
- Charge: +1
- LUMO level: -3.8350 eV


A 2-piece molecular cluster, C8H14O overall in a non-equilibrium geometry, computed with wB97M-V/def2-TZVPD.

```
23
Properties=species:S:1:pos:R:3:forces:R:3
C 2.281083 -1.379452 -1.265046 -1.0 0.3 0.0
C 1.162752 -1.021908 -1.530287 0.0 0.6 -0.2
C -0.174648 -0.523294 -1.990803 0.9 -0.8 -0.8
C -1.150596 -1.650747 -2.211142 -0.3 0.3 0.1
O -0.353658 0.621494 -2.317242 0.0 -0.3 0.3
H 3.247543 -1.661880 -0.961472 0.5 -0.2 0.1
H -2.164963 -1.257508 -2.221067 0.0 0.0 0.0
H -0.938442 -2.098257 -3.183766 0.1 0.0 0.0
H -1.042168 -2.422699 -1.453656 0.0 0.0 0.0
C 0.811860 0.297857 2.244172 -0.2 0.2 0.0
C -0.299376 1.026544 1.490849 0.1 0.0 0.0
C 0.296886 2.035011 0.511485 -0.1 -0.1 0.2
C -1.190679 0.013763 0.771985 0.5 -0.2 0.2
H 0.394324 -0.417083 2.950120 0.0 -0.1 0.1
H 1.433098 1.002783 2.792585 0.1 0.0 0.1
H 1.445474 -0.244656 1.542950 0.1 0.0 -0.1
H -0.914870 1.571892 2.215137 0.0 0.0 0.0
H -0.488028 2.547481 -0.040151 0.0 0.1 -0.1
H 0.891218 2.779284 1.042739 0.0 0.0 0.0
H 0.939980 1.532706 -0.209990 0.0 0.0 -0.1
H -1.914216 0.520162 0.138051 0.0 -0.1 -0.3
H -1.738992 -0.597984 1.487900 0.0 -0.1 0.1
H -0.533580 -0.673508 0.196646 -0.6 0.4 0.4
```
Forces are in eV/Å.

## Properties
- SMILES: C#CC(C)=O.CC(C)C
- Relative energy (zero: lowest compared OMol25 entry of this formula, charge and spin): 167.23 kJ/mol
- Charge: 0
- LUMO level: 0.3619 eV


A 2-piece molecular cluster, C8H14O2Si overall in a non-equilibrium geometry, computed with wB97M-V/def2-TZVPD.

```
25
Properties=species:S:1:pos:R:3:forces:R:3
C -2.367510 -0.018851 0.539323 -0.9 1.0 -0.4
C -1.670366 -1.220396 0.315773 -0.6 -3.5 0.9
C -1.862865 1.141430 0.180302 -1.5 3.1 -1.0
C -0.374770 -1.226539 0.150831 3.6 -0.6 -3.1
C 0.371178 0.111275 -0.079999 1.1 -1.7 1.1
C -0.556095 1.252606 -0.473527 2.0 1.3 -2.6
C 0.993725 0.334699 1.307002 -2.7 1.5 0.6
C 0.127373 2.612384 -0.282224 1.0 0.4 -0.1
O -0.755786 1.195345 -1.937886 -0.3 -0.2 1.2
O 2.914174 -2.255175 -0.781306 -0.7 -1.6 -0.4
Si 1.578119 -3.209299 -0.497055 -1.4 1.9 0.3
H -3.384412 -0.055304 0.817764 -1.0 -0.1 0.5
H -2.224164 -2.189704 0.404541 0.4 1.0 0.0
H -2.517554 2.077875 -0.015546 1.0 -1.6 1.0
H 1.248469 -0.049266 -0.784923 -1.4 0.6 0.2
H 0.082012 0.364565 2.015159 1.6 0.0 -0.6
H 1.499731 1.290595 1.377741 0.3 -0.1 0.1
H 1.608707 -0.470128 1.571790 1.0 -1.1 0.5
H 0.215920 2.690911 0.774385 0.6 0.6 0.9
H -0.332764 3.535846 -0.598740 -1.5 -0.2 -0.2
H 1.109947 2.823648 -0.790612 -0.5 -1.3 0.6
H -1.320816 0.425540 -1.966485 -0.4 -0.5 -0.9
H 2.683668 -1.347588 -0.668206 0.0 1.3 0.1
H 1.505918 -3.450758 0.915301 0.2 -0.9 0.5
H 1.428161 -4.363709 -1.493403 0.0 0.9 0.7
```
Forces are in eV/Å.

## Properties
- Relative energy (zero: lowest compared OMol25 entry of this formula, charge and spin): 538.93 kJ/mol
- Charge: 0
- LUMO level (spin up / spin down): -0.3833 / -0.3835 eV


One molecule with the formula C8H14O4, computed with wB97M-V/def2-TZVPD.

```
26
Properties=species:S:1:pos:R:3:forces:R:3
O -1.975630 -0.885925 0.888843 -0.1 -0.1 0.2
C -2.036960 -0.007262 0.060536 -0.1 0.0 0.2
O -2.157288 -0.248514 -1.236276 -0.2 0.1 -0.7
C -1.912761 1.460746 0.375930 0.1 0.0 0.1
C -0.430260 1.766940 0.652993 -0.1 0.0 -0.2
C 0.419613 1.660708 -0.613644 0.2 0.1 0.2
C 1.924781 1.721101 -0.348471 -0.1 -0.1 0.0
C 2.508334 0.521444 0.402719 0.1 0.1 -0.1
C 2.306996 -0.821779 -0.313362 -0.1 0.1 0.2
C 0.931166 -1.401467 -0.088204 0.1 -0.2 -0.4
O 0.181249 -1.755288 -0.966440 0.0 -0.1 -0.2
O 0.627118 -1.494080 1.200295 0.1 -0.1 0.7
H -2.021499 -1.193731 -1.429059 0.1 0.1 0.4
H -2.272370 2.046988 -0.468614 0.0 0.0 0.0
H -2.501794 1.682667 1.266107 -0.1 -0.1 -0.1
H -0.347865 2.775592 1.062769 0.0 0.0 0.1
H -0.073104 1.068744 1.411322 0.0 0.0 0.1
H 0.187925 0.738047 -1.143725 -0.1 0.0 -0.1
H 0.153415 2.484832 -1.280331 -0.1 -0.1 -0.1
H 2.435771 1.806263 -1.310634 0.1 0.1 0.0
H 2.149740 2.624248 0.224584 0.1 0.1 -0.1
H 3.581273 0.691425 0.514854 0.0 0.0 0.1
H 2.082946 0.453162 1.404049 0.1 0.0 0.0
H 2.475422 -0.722331 -1.386107 -0.1 -0.1 0.0
H 3.020683 -1.544446 0.088052 0.0 0.0 0.0
H -0.319009 -1.720667 1.318393 0.2 0.1 -0.3
```
Forces are in eV/Å.

## Properties
- SMILES: O=C(O)CCCCCCC(=O)O
- Relative energy (zero: lowest compared OMol25 entry of this formula, charge and spin): 0.00 kJ/mol
- Charge: 0
- LUMO level: 0.8920 eV


One molecule with the formula C8H14OS in a non-equilibrium geometry, computed with wB97M-V/def2-TZVPD.

```
24
Properties=species:S:1:pos:R:3:forces:R:3
C 0.186406 2.441197 0.013578 -1.2 2.9 -1.2
C -0.503420 1.167765 0.115066 -0.9 -2.2 -1.0
C -1.844459 1.003112 0.184282 0.2 1.9 0.1
C -2.635445 -0.229376 -0.058152 0.8 -0.6 2.0
C -1.709340 -1.127692 -0.800800 -0.3 -5.4 1.8
C -0.404351 -1.343505 -0.031328 0.9 -1.2 -0.5
C 0.330947 -0.065607 0.135217 -0.4 0.9 -0.6
S 1.890537 -0.169037 -0.373943 2.2 -0.9 1.6
C 2.814069 -1.111037 0.964092 -1.0 0.2 -1.4
O 2.646419 1.047972 -0.542878 0.2 0.7 -0.5
H 0.554574 2.740316 -1.048136 -0.1 -1.0 2.0
H 0.892867 2.371745 0.782331 2.0 0.6 0.5
H -0.464096 3.311662 0.308029 0.2 -0.9 -0.3
H -2.444430 1.908508 0.326387 0.3 -0.1 -0.1
H -3.082560 -0.602212 0.918074 0.5 0.0 -1.2
H -3.409773 -0.014144 -0.732102 -1.5 0.5 -0.6
H -2.098979 -2.276682 -0.978869 0.5 3.0 0.1
H -1.462691 -0.651723 -1.668617 0.4 0.9 -2.8
H -0.740919 -1.768750 0.930741 0.8 -0.4 -0.2
H 0.367482 -1.987277 -0.646308 -2.0 0.1 1.3
H 2.409672 -1.090336 -1.349508 -1.2 0.5 -0.2
H 3.734672 -1.672662 0.543777 -1.7 0.9 0.9
H 1.964112 -1.639991 1.426066 0.9 -0.6 0.0
H 3.008697 -0.242240 1.583002 0.6 -0.1 0.3
```
Forces are in eV/Å.

## Properties
- SMILES: CC1=CCCCC1=[S@H](C)=O
- Relative energy (zero: lowest compared OMol25 entry of this formula, charge and spin): 489.62 kJ/mol
- Charge: 0
- LUMO level: 0.3650 eV


C8H15CaF3INO2 as an isolated structure, computed with wB97M-V/def2-TZVPD.

```
31
Properties=species:S:1:pos:R:3:forces:R:3
C 4.116332 -1.257194 0.633914 -0.2 -0.1 -0.1
O 3.235154 -0.390403 1.199686 0.3 -0.3 -0.1
C 2.700709 0.654568 0.335020 -0.2 0.1 -0.3
C 1.285513 0.312134 -0.175196 0.2 -0.2 -0.1
O 0.628024 1.533597 -0.268477 0.1 -0.2 0.0
C -0.784715 1.497373 -0.541587 -0.2 0.0 -0.2
I -1.248968 3.518006 -1.062154 0.0 -0.1 0.1
C -1.581049 0.961025 0.636169 0.0 -0.2 -0.1
C -3.109402 1.103189 0.494559 -0.1 -0.1 0.1
C -3.893359 -0.195452 0.764845 -0.1 0.1 -0.2
N -4.108252 -0.946252 -0.481931 0.3 0.0 0.1
C 1.296108 -0.439916 -1.534189 -0.1 -0.2 0.0
F 2.422310 -1.254293 -1.627453 0.1 0.1 0.2
F 1.321973 0.355958 -2.582910 0.1 0.0 0.1
F 0.263864 -1.283231 -1.646023 0.1 0.2 0.1
H 4.774626 -0.814938 -0.136358 -0.1 0.0 0.0
H 4.769510 -1.673752 1.449247 0.0 0.3 0.3
H 3.544771 -2.115371 0.142981 0.1 0.0 -0.1
H 2.620274 1.555510 0.947121 0.0 -0.3 0.0
H 3.408415 0.842967 -0.479001 -0.1 0.0 0.1
H 0.814919 -0.388513 0.530845 0.0 0.1 0.0
H -0.980688 0.919151 -1.452687 0.0 0.1 0.2
H -1.357685 -0.116034 0.715286 0.0 0.2 0.0
H -1.211172 1.438823 1.550072 -0.1 0.0 -0.1
H -3.362319 1.412690 -0.523248 0.0 0.0 0.1
H -3.463425 1.892251 1.166068 0.1 -0.1 -0.1
H -3.339945 -0.842633 1.452545 -0.1 0.2 0.1
H -4.842335 0.073679 1.247039 0.2 -0.1 0.0
H -5.017104 -0.741098 -0.875887 0.1 0.0 -0.1
H -4.073476 -1.942974 -0.322796 -0.1 0.0 0.0
Ca 5.171391 -3.668867 0.444500 -0.2 0.2 -0.1
```
Forces are in eV/Å.

## Properties
- Charge: +2
- LUMO level: -10.8286 eV


| no. | total energy (Ha) |
| --- | --- |
| 1 | -833.128284 |
| 2 | -586.689459 |
| 3 | -1333.011077 |
| 4 | -765.843027 |
| 5 | -388.378260 |
| 6 | -753.048726 |
| 7 | -614.250450 |
| 8 | -786.452985 |
| 9 | -1793.251571 |